C26H21BCl3N11O2STa | the ωB97M-V functional and the def2-TZVPD basis

Last column: Löwdin charge in e.
Cartesian coordinates (Å):
Ta: -0.6285 -0.5994 0.3708  1.78
N: -5.0875 -0.7402 0.6999  0.12
C: -3.8037 -1.0898 0.5405  -0.77
S: -2.6422 -0.5439 1.7542  0.75
N: -3.4293 -1.7821 -0.4816  0.02
N: -2.0747 -2.0820 -0.4469  -0.19
C: -1.8187 -3.2785 -0.8805  -0.04
C: -0.5414 -3.9201 -0.9544  -0.15
C: -0.3992 -5.1442 -1.6242  0.00
C: 0.8284 -5.7655 -1.6679  -0.04
C: 1.9241 -5.1824 -1.0259  -0.02
C: 1.8032 -3.9883 -0.3392  0.02
C: 0.5687 -3.3608 -0.3129  -0.28
O: 0.3584 -2.2171 0.3594  -0.28
H: -5.3996 -0.3027 1.5481  0.10
H: -5.7788 -1.1230 0.0744  0.13
H: -2.6897 -3.8296 -1.2285  0.16
H: -1.2601 -5.5884 -2.1086  0.13
H: 0.9472 -6.7041 -2.1900  0.12
H: 2.8852 -5.6778 -1.0603  0.12
H: 2.6490 -3.5438 0.1679  0.13
C: -2.0469 3.6057 0.1390  -0.01
C: -2.2933 2.2709 0.3958  -0.14
N: -1.3100 1.4982 -0.1067  -0.10
N: -0.4239 2.3553 -0.6874  0.03
C: -0.8438 3.6133 -0.5450  -0.01
B: 0.8330 1.8798 -1.4643  -0.65
N: 0.3790 0.6652 -2.3235  0.04
C: 0.6125 0.4625 -3.6234  -0.01
C: -0.0318 -0.6931 -4.0219  0.01
C: -0.6388 -1.1655 -2.8753  -0.09
N: -0.3832 -0.3544 -1.8324  -0.07
N: 1.8496 1.3303 -0.4398  0.05
C: 3.1238 1.5881 -0.1246  -0.01
C: 3.5602 0.6215 0.7688  0.00
C: 2.4743 -0.2148 0.9485  -0.11
N: 1.4391 0.2155 0.2110  -0.10
N: 1.3418 2.9939 -2.3218  -0.03
C: 0.6872 3.6090 -3.3528  -0.10
C: 1.3800 4.7410 -3.6712  -0.04
C: 2.4648 4.7554 -2.7666  -0.12
N: 2.4277 3.7232 -1.9495  0.07
H: -2.6633 4.4485 0.3965  0.12
H: -3.1365 1.8346 0.8972  0.07
H: -0.2709 4.4321 -0.9505  0.14
H: 1.2127 1.1565 -4.1867  0.14
H: -0.0640 -1.1251 -5.0062  0.12
H: -1.2606 -2.0321 -2.7784  0.10
H: 3.6196 2.4333 -0.5693  0.12
H: 4.5380 0.5383 1.2091  0.11
H: 2.3797 -1.0948 1.5647  0.11
H: -0.2230 3.2056 -3.7678  0.13
H: 1.1519 5.4518 -4.4461  0.11
H: 3.2590 5.4798 -2.6817  0.11
Cl: 0.2305 0.4102 7.9711  0.86
C: 0.1221 0.3813 6.2878  -0.61
C: 0.1679 1.5964 5.5785  -0.08
C: 0.0751 1.5685 4.2201  -0.55
Cl: 0.1232 2.9974 3.2959  0.84
C: -0.0796 0.3186 3.5036  -0.41
O: -0.1835 0.3434 2.2457  -0.30
C: -0.0887 -0.8963 4.2787  -0.56
Cl: -0.1848 -2.3754 3.4302  0.82
C: 0.0002 -0.8644 5.6356  -0.08
H: 0.2752 2.5324 6.1079  0.13
H: -0.0123 -1.7780 6.2131  0.13

**Total charge**: +2
**Spin multiplicity**: 2
**Energy**: -98411.1223 eV
**Energy relative to the best compared isomer or geometry (same formula, charge and spin)**: 6.3 kcal/mol